This record from the Open Molecules 2025 dataset describes a cluster of 7 separate species, C57H67N9O16P2S in total in a non-equilibrium geometry. The level of theory is ωB97M-V/def2-TZVPD.

Gap between HOMO and LUMO in eV: 6.6
SMILES: CCCCCCCCCCCCCCc1c([PH2]=N)c(O)c(CP(=O)(O)O)c2nsnc12.O=[N+]([O-])c1ccccc1.O=[N+]([O-])c1ccccc1.O=[N+]([O-])c1ccccc1.O=[N+]([O-])c1ccccc1.O=[N+]([O-])c1ccccc1.O=[N+]([O-])c1ccccc1
E in eV: -135746.668
Highest occupied orbital energy in eV: -8.60

XYZ file:
```
152
C57H67N9O16P2S (ωB97M-V/def2-TZVPD)
C 3.616 6.238 2.708
C 4.434 5.096 1.797
C 3.683 5.086 0.302
C 4.673 4.646 -0.923
C 4.690 3.062 -1.304
C 4.037 2.041 -0.209
C 5.100 1.556 0.985
C 4.341 0.372 1.827
C 3.938 0.761 3.368
C 2.333 0.961 3.638
C 1.393 -0.323 3.250
C -0.186 0.185 3.465
C -0.767 0.867 2.060
C -2.104 0.052 1.570
C -3.391 1.112 1.516
C -3.692 1.906 0.114
P -2.617 1.740 -1.487
N -1.553 2.988 -1.450
C -4.974 2.949 0.013
O -5.257 3.692 -1.229
C -5.922 3.135 1.369
C -7.186 4.196 1.277
P -6.471 5.967 1.657
O -7.330 6.991 0.804
O -4.771 6.039 1.187
O -6.504 6.306 3.385
C -5.533 2.288 2.739
N -6.233 2.327 4.096
S -5.365 1.227 5.180
N -4.055 0.529 4.252
C -4.270 1.252 2.910
H 3.897 6.127 3.859
H 2.474 6.057 2.525
H 3.873 7.337 2.398
H 5.554 5.444 1.691
H 4.295 4.087 2.382
H 2.643 4.524 0.327
H 3.406 6.231 0.112
H 5.753 5.113 -0.716
H 4.283 5.226 -1.891
H 5.837 2.750 -1.418
H 4.218 2.835 -2.377
H 3.021 2.380 0.262
H 3.793 1.033 -0.801
H 5.510 2.443 1.627
H 6.019 1.081 0.393
H 3.333 0.092 1.278
H 5.036 -0.594 1.884
H 4.493 1.751 3.652
H 4.292 -0.124 4.067
H 2.173 1.151 4.806
H 1.934 1.954 3.115
H 1.452 -0.637 2.102
H 1.601 -1.296 3.902
H -0.861 -0.695 3.848
H -0.250 1.033 4.293
H -1.107 1.978 2.329
H 0.073 0.890 1.216
H -2.001 -0.446 0.497
H -2.438 -0.821 2.296
H -3.516 1.784 -2.616
H -1.852 0.519 -1.511
H -1.765 3.498 -0.553
H -4.460 4.321 -1.329
H -8.025 3.874 2.027
H -7.598 4.165 0.170
H -4.204 5.526 1.852
H -5.641 6.752 3.678
C -8.293 -1.003 3.831
C -7.223 -1.715 4.375
C -7.388 -3.051 4.747
C -8.633 -3.668 4.565
C -9.712 -2.953 4.027
C -9.535 -1.617 3.661
N -8.806 -5.079 4.931
O -7.834 -5.671 5.422
O -9.912 -5.598 4.724
H -8.158 0.036 3.538
H -6.258 -1.230 4.506
H -6.544 -3.592 5.170
H -10.685 -3.418 3.884
H -10.365 -1.055 3.239
C 4.764 -3.150 -4.786
C 6.055 -3.000 -4.279
C 6.246 -2.576 -2.962
C 5.130 -2.308 -2.157
C 3.832 -2.450 -2.665
C 3.655 -2.872 -3.985
N 5.324 -1.887 -0.764
O 6.487 -1.754 -0.357
O 4.313 -1.692 -0.074
H 4.620 -3.486 -5.811
H 6.915 -3.217 -4.910
H 7.259 -2.464 -2.582
H 2.958 -2.241 -2.053
H 2.651 -2.989 -4.388
C 2.131 5.183 -7.594
C 2.403 3.816 -7.526
C 3.418 3.345 -6.692
C 4.156 4.256 -5.923
C 3.890 5.630 -5.995
C 2.874 6.089 -6.835
N 5.208 3.765 -5.025
O 5.426 2.544 -5.004
O 5.815 4.598 -4.337
H 1.334 5.545 -8.242
H 1.820 3.116 -8.122
H 3.618 2.276 -6.650
H 4.458 6.348 -5.408
H 2.658 7.154 -6.896
C -6.437 -8.725 7.220
C -5.915 -7.700 6.430
C -4.558 -7.694 6.098
C -3.732 -8.727 6.561
C -4.252 -9.754 7.360
C -5.609 -9.747 7.688
N -2.310 -8.740 6.194
O -1.884 -7.805 5.501
O -1.620 -9.688 6.595
H -7.496 -8.729 7.471
H -6.566 -6.906 6.070
H -4.167 -6.888 5.481
H -3.621 -10.559 7.730
H -6.024 -10.541 8.305
C 8.772 1.411 -10.997
C 7.719 0.514 -10.812
C 6.505 0.958 -10.284
C 6.355 2.310 -9.947
C 7.413 3.212 -10.124
C 8.623 2.755 -10.651
N 5.073 2.788 -9.416
O 4.168 1.956 -9.256
O 4.968 3.997 -9.161
H 9.715 1.061 -11.414
H 7.844 -0.533 -11.083
H 5.694 0.246 -10.147
H 7.311 4.263 -9.863
H 9.449 3.448 -10.795
C -2.050 -7.149 0.784
C -1.843 -6.971 2.153
C -2.154 -5.751 2.755
C -2.679 -4.712 1.975
C -2.881 -4.885 0.599
C -2.564 -6.109 0.007
N -3.032 -3.435 2.607
O -2.821 -3.315 3.823
O -3.525 -2.552 1.890
H -1.812 -8.104 0.319
H -1.441 -7.786 2.751
H -1.987 -5.629 3.823
H -3.283 -4.085 -0.019
H -2.720 -6.254 -1.060
```

Löwdin atomic charge list, values in e, 99 entries: atom 1 (C): -0.17, atom 2 (C): -0.24, atom 3 (C): -0.23, atom 4 (C): -0.22, atom 5 (C): -0.21, atom 6 (C): -0.21, atom 7 (C): -0.18, atom 8 (C): -0.22, atom 9 (C): -0.21, atom 10 (C): -0.23, atom 11 (C): -0.21, atom 12 (C): -0.20, atom 13 (C): -0.19, atom 14 (C): -0.19, atom 15 (C): -0.06, atom 16 (C): -0.19, atom 17 (P): 0.72, atom 18 (N): -0.36, atom 19 (C): -0.15, atom 20 (O): -0.08, atom 21 (C): -0.10, atom 22 (C): -0.19, atom 23 (P): 0.73, atom 24 (O): -0.38, atom 25 (O): -0.24, atom 26 (O): -0.24, atom 27 (C): -0.17, atom 28 (N): -0.28, atom 29 (S): 0.88, atom 30 (N): -0.24, atom 31 (C): -0.18, atom 32 (H): 0.08, atom 33 (H): 0.07, atom 34 (H): 0.07, atom 35 (H): 0.11, atom 36 (H): 0.08, atom 37 (H): 0.11, atom 38 (H): 0.11, atom 39 (H): 0.12, atom 40 (H): 0.10, atom 41 (H): 0.12, atom 42 (H): 0.11, atom 43 (H): 0.10, atom 44 (H): 0.11, atom 45 (H): 0.09, atom 46 (H): 0.11, atom 47 (H): 0.08, atom 48 (H): 0.11, atom 49 (H): 0.10, atom 50 (H): 0.11, atom 51 (H): 0.12, atom 52 (H): 0.12, atom 53 (H): 0.10, atom 54 (H): 0.12, atom 55 (H): 0.10, atom 56 (H): 0.11, atom 57 (H): 0.12, atom 58 (H): 0.12, atom 59 (H): 0.09, atom 60 (H): 0.08, atom 61 (H): 0.00, atom 62 (H): -0.01, atom 63 (H): -0.05, atom 64 (H): 0.13, atom 65 (H): 0.11, atom 66 (H): 0.12, atom 67 (H): 0.09, atom 68 (H): 0.09, atom 69 (C): -0.06, atom 70 (C): -0.07, atom 71 (C): 0.01, atom 72 (C): -0.14, atom 73 (C): 0.00, atom 74 (C): -0.06, atom 75 (N): -0.30, atom 76 (O): 0.03, atom 77 (O): 0.08, atom 78 (H): 0.10, atom 79 (H): 0.05, atom 80 (H): 0.12, atom 81 (H): 0.12, atom 82 (H): 0.11, atom 83 (C): -0.08, atom 84 (C): -0.07, atom 85 (C): 0.00, atom 86 (C): -0.14, atom 87 (C): 0.00, atom 88 (C): -0.07, atom 89 (N): -0.30, atom 90 (O): 0.06, atom 91 (O): 0.03, atom 92 (H): 0.11, atom 93 (H): 0.11, atom 94 (H): 0.12, atom 95 (H): 0.12, atom 96 (H): 0.11, atom 97 (C): -0.07, atom 98 (C): -0.08, atom 99 (C): -0.03